The following is a DFT calculation (wB97M-V/def2-TZVPD) of a gas-phase ion, C5H13N2 (charge +2).

Each line ends with the natural charge from an NBO analysis.
Positions of all 20 atoms, in Å:
H1 1.531 -0.270 2.462  0.260
H2 2.536 -1.635 1.888  0.279
H3 0.775 -1.855 2.348  0.232
H4 -2.297 2.206 -0.326  0.393
C1 0.980 -0.878 0.397  -0.107
C2 1.528 -1.208 1.883  -0.599
H5 0.134 1.893 -1.941  0.286
H6 0.520 -2.049 -1.229  0.407
H7 -1.001 3.018 -0.299  0.392
H8 0.187 -2.752 0.254  0.417
H9 -0.932 -0.257 1.212  0.292
H10 -1.307 1.259 -2.631  0.266
C3 -0.240 0.094 0.433  -0.510
C4 -0.876 0.211 -0.920  0.284
N1 -1.597 2.563 -1.001  -0.482
H11 0.106 1.086 0.768  0.288
H12 1.694 -0.360 -0.248  0.259
N2 0.858 -2.179 -0.260  -0.203
C5 -0.854 1.506 -1.669  -0.388
H13 -1.745 -0.395 -1.117  0.233

- Total charge: +2
- Energy relative to the best compared isomer or geometry (same formula, charge and spin): 584.2 kJ/mol
- Gap between HOMO and LUMO (spin up / spin down): 8.910 / 5.827 eV
- Expectation value of S²: 0.98
- Highest occupied orbital energy (spin up / spin down): -20.3 / -19.2 eV
- LUMO energy (spin up / spin down): -11.43 / -13.34 eV
- Multiplicity: 2